Record 1
ORCA calculation (the ωB97M-V functional and the def2-TZVPD basis) on a cluster of 3 separate species, C2H10N2O2 in total in a non-equilibrium geometry.

Properties
**Relative energy (zero: lowest compared OMol25 entry of this formula, charge and spin)**: 131.2 kJ/mol
**SMILES**: C/N=C\N.O.O
**HOMO level**: -8.75 eV
**Kohn-Sham gap**: 9.341 eV

Atoms and positions in Å:
C (-0.662, -1.330, 1.107)
N (0.053, -1.618, -1.760)
C (0.867, -1.308, -0.702)
N (0.515, -0.766, 0.400)
H (-1.554, -0.700, 1.014)
H (-0.957, -2.307, 0.702)
H (-0.334, -1.481, 2.132)
H (0.510, -1.638, -2.660)
H (-0.913, -1.856, -1.645)
H (1.922, -1.462, -0.922)
H (0.089, 2.121, 2.304)
H (0.200, 0.828, 1.328)
O (0.516, 1.721, 1.545)
H (0.159, 2.969, -0.254)
H (-0.614, 3.321, -1.533)
O (0.201, 3.505, -1.058)


Record 2
ORCA calculation (the ωB97M-V functional and the def2-TZVPD basis) on a cluster of 3 separate species, C2H10N2O2 in total in a non-equilibrium geometry.

Properties
**Relative energy (zero: lowest compared OMol25 entry of this formula, charge and spin)**: 119.1 kJ/mol
**SMILES**: N/C=C\N.O.O
**HOMO level**: -7.33 eV
**Kohn-Sham gap**: 8.039 eV

Atoms and positions in Å:
C (-0.522, -0.005, -1.186)
C (0.311, -0.684, -1.996)
N (0.638, -2.031, -1.780)
N (-0.893, -0.625, 0.075)
H (-0.502, 1.071, -1.260)
H (0.701, -0.246, -2.908)
H (0.971, -2.187, -0.829)
H (1.092, -2.451, -2.547)
H (-1.514, 0.077, 0.471)
H (-1.412, -1.488, -0.081)
H (0.095, 2.035, 0.854)
H (-1.031, 2.913, 0.961)
O (-0.238, 2.816, 0.421)
H (0.314, -0.591, 3.802)
H (1.521, 0.356, 3.282)
O (0.606, 0.118, 3.198)


Record 3
ORCA calculation (the ωB97M-V functional and the def2-TZVPD basis) on a cluster of 3 separate species, C2H10N2O2 in total in a non-equilibrium geometry.

Properties
**Relative energy (zero: lowest compared OMol25 entry of this formula, charge and spin)**: 117.9 kJ/mol
**SMILES**: [H]/N=C/NC.O.O
**HOMO level**: -9.09 eV
**Kohn-Sham gap**: 9.815 eV

Atoms and positions in Å:
C (-1.156, 0.754, -1.545)
N (-0.269, 0.167, -0.586)
C (0.983, 0.589, -0.363)
N (1.821, 0.535, 0.613)
H (-1.296, 0.262, -2.512)
H (-2.147, 0.961, -1.142)
H (-0.762, 1.734, -1.831)
H (-0.629, -0.598, -0.042)
H (1.366, 1.056, -1.298)
H (2.723, 0.449, 0.157)
H (-2.291, 1.223, 2.467)
H (-1.124, 0.296, 2.581)
O (-2.067, 0.355, 2.644)
H (1.303, -3.284, 0.501)
H (1.748, -1.829, 0.413)
O (1.798, -2.672, -0.057)


Record 4
ORCA calculation (the ωB97M-V functional and the def2-TZVPD basis) on a cluster of 3 separate species, C2H10N2O2 in total in a non-equilibrium geometry.

Properties
**Relative energy (zero: lowest compared OMol25 entry of this formula, charge and spin)**: 169.1 kJ/mol
**SMILES**: C/N=C\N.O.O
**HOMO level**: -7.99 eV
**Kohn-Sham gap**: 8.605 eV

Atoms and positions in Å:
C (1.298, -2.069, -0.204)
N (0.820, 0.869, 0.817)
C (1.085, -0.326, 1.458)
N (1.693, -1.291, 0.944)
H (2.075, -2.795, -0.439)
H (1.096, -1.503, -1.116)
H (0.402, -2.634, 0.051)
H (0.676, 1.662, 1.414)
H (1.462, 0.995, 0.048)
H (0.709, -0.345, 2.501)
H (-1.485, 1.861, -3.516)
H (-1.336, 0.633, -4.415)
O (-1.726, 0.935, -3.593)
H (-2.047, 1.340, 1.268)
H (-2.327, 0.958, 2.691)
O (-2.397, 1.708, 2.093)


- Among the records above, which one has the highest HOMO level?
  number 2


Repeat the fourth record exactly.
ORCA calculation (the ωB97M-V functional and the def2-TZVPD basis) on a cluster of 3 separate species, C2H10N2O2 in total in a non-equilibrium geometry.

Properties
**Relative energy (zero: lowest compared OMol25 entry of this formula, charge and spin)**: 169.1 kJ/mol
**SMILES**: C/N=C\N.O.O
**HOMO level**: -7.99 eV
**Kohn-Sham gap**: 8.605 eV

Atoms and positions in Å:
C (1.298, -2.069, -0.204)
N (0.820, 0.869, 0.817)
C (1.085, -0.326, 1.458)
N (1.693, -1.291, 0.944)
H (2.075, -2.795, -0.439)
H (1.096, -1.503, -1.116)
H (0.402, -2.634, 0.051)
H (0.676, 1.662, 1.414)
H (1.462, 0.995, 0.048)
H (0.709, -0.345, 2.501)
H (-1.485, 1.861, -3.516)
H (-1.336, 0.633, -4.415)
O (-1.726, 0.935, -3.593)
H (-2.047, 1.340, 1.268)
H (-2.327, 0.958, 2.691)
O (-2.397, 1.708, 2.093)


- The lowest relative energy (zero: lowest compared OMol25 entry of this formula, charge and spin) belongs to which entry?
  number 3